# 1
Formula: C8H13NO2
Source: the Open Molecules 2025 dataset
Level of theory: ωB97M-V/def2-TZVPD

Each line ends with the Löwdin charge.
Cartesian coordinates (Å):
O -4.87203 -0.90046 -0.61462  0.058
C -3.87005 -0.23637 -0.53777  -0.244
C -2.72246 -0.50582 0.39190  -0.247
C -2.33717 0.74234 1.15735  -0.157
N -1.41058 1.01907 0.04915  -0.037
C -1.35092 -0.38671 -0.29873  -0.178
H -3.70927 0.67366 -1.16765  0.137
H -2.92673 -1.42966 0.94273  0.145
H -1.84761 0.50944 2.10417  0.118
H -3.09379 1.51671 1.28149  0.111
H -0.50301 1.41750 0.31914  0.082
H -0.59280 -0.96941 0.20824  0.080
H -1.32104 -0.58950 -1.35826  0.109
O 1.29066 -1.28880 1.14284  0.077
C 1.98930 -0.69797 0.34349  -0.396
C 2.05570 0.72026 -0.17168  -0.121
C 3.53833 0.49144 -0.50970  -0.152
C 3.30605 -1.03718 -0.34422  -0.083
H 1.42454 0.82162 -1.06764  0.125
H 1.79302 1.54932 0.49850  0.117
H 3.83698 0.84924 -1.50401  0.108
H 4.19938 0.93180 0.22190  0.103
H 3.07480 -1.56629 -1.28307  0.126
H 4.04870 -1.63426 0.19645  0.117

Results
HOMO, hartree: -0.3345
Total charge: 0
Energy above the lowest of the compared OMol25 structures with the same formula, charge and spin, kJ/mol: 283.4
E_LUMO, eV: 0.667
Frontier orbital gap, eV: 9.8

# 2
Formula: C8H13NO3S
Source: the Open Molecules 2025 dataset
Level of theory: ωB97M-V/def2-TZVPD

Each line ends with the Löwdin charge.
Cartesian coordinates (Å):
C -2.31965 -1.84283 0.02468  -0.127
C -1.59702 -0.53713 -0.20925  -0.555
S -1.20143 0.23210 1.39543  1.002
C 0.30856 1.10398 0.77595  -0.720
C -0.09492 2.58772 0.65943  -0.095
C 1.41860 0.87251 1.81991  -0.078
N 0.59494 0.58566 -0.55637  -0.035
C 1.64405 1.00464 -1.37509  -0.259
O 2.33200 1.99694 -1.15549  0.021
C -0.25587 -0.57049 -0.98831  -0.186
C 0.56244 -1.86256 -0.79960  -0.476
O 1.45801 -1.92047 0.01406  0.121
O 0.20918 -2.89577 -1.58037  0.118
H -1.74685 -2.51587 0.64088  0.074
H -3.26577 -1.64488 0.52721  0.081
H -2.51535 -2.36012 -0.92184  0.089
H -2.29367 0.09948 -0.77391  0.113
H 0.80588 3.21985 0.52818  0.088
H -0.78333 2.73211 -0.19015  0.092
H -0.56778 2.92498 1.55199  0.052
H 2.39781 1.21562 1.44687  0.089
H 1.47375 -0.17907 2.09403  0.061
H 1.18709 1.42686 2.75442  0.090
H 1.89523 0.42791 -2.26636  0.141
H -0.45731 -0.47440 -2.06079  0.157
H 0.81141 -3.62675 -1.35553  0.139

Results
HOMO, hartree: -0.3270
Total charge: 0
Energy above the lowest of the compared OMol25 structures with the same formula, charge and spin, kJ/mol: 0.0
E_LUMO, eV: 0.485
Frontier orbital gap, eV: 9.4

# 3
Formula: C8H13NOS
Source: the Open Molecules 2025 dataset
Level of theory: ωB97M-V/def2-TZVPD

Each line ends with the Löwdin charge.
Cartesian coordinates (Å):
C 2.17169 -0.55414 0.67083  -0.071
C 1.27315 -0.25229 -0.46826  -0.649
C 1.95354 -0.68257 -1.74568  -0.047
C 1.14846 1.22706 -0.49797  -0.113
C 0.01370 1.93641 -0.64729  -0.416
S -1.71363 1.58683 -0.52703  0.941
C -1.80322 0.20462 0.70324  -0.724
C -3.30636 -0.25895 0.85334  -0.046
O -1.14073 0.55675 1.85061  -0.082
C -0.88263 -1.11630 0.08011  -0.068
N 0.23862 -1.22403 -0.36529  0.073
H 3.21935 -0.23605 0.41411  0.094
H 2.17562 -1.67984 0.87910  0.116
H 1.91392 -0.02001 1.64252  0.106
H 2.94756 -1.13054 -1.56152  0.080
H 2.05626 0.08115 -2.51423  0.067
H 1.20228 -1.43970 -2.34818  0.143
H 2.10479 1.80736 -0.65728  0.143
H 0.12619 2.96838 -0.82006  0.031
H -3.33082 -0.73122 1.85600  0.106
H -3.49122 -0.97221 0.07744  0.072
H -3.85184 0.53439 0.85453  -0.008
H -1.48972 1.36875 2.34090  0.148
H -1.53494 -1.97384 -0.06996  0.104

Results
HOMO, hartree: -0.3017
Total charge: 0
Energy above the lowest of the compared OMol25 structures with the same formula, charge and spin, kJ/mol: 274.5
E_LUMO, eV: 0.662
Frontier orbital gap, eV: 8.9

# 4
Formula: C8H13NPSn
Source: the Open Molecules 2025 dataset
Level of theory: ωB97M-V/def2-TZVPD

Each line ends with the Löwdin charge.
Cartesian coordinates (Å):
C 0.35888 0.63082 -1.88278  -0.420
C 0.13413 -0.10909 -3.01100  -0.383
C -0.28589 -1.46120 -3.04365  -0.297
C -0.30249 -2.34628 -1.93703  -0.383
C -0.19388 -1.97575 -0.62564  -0.395
Sn -1.02628 -0.03598 -0.38454  0.683
P 0.05898 2.46798 0.67900  0.568
H 0.85614 1.60598 -1.87227  -0.053
H 0.31381 0.33175 -4.00772  0.069
H -0.42205 -1.90898 -4.03635  0.046
H -0.02784 -2.67048 0.20166  -0.034
H -0.38782 -3.41152 -2.22062  0.069
H -0.87320 3.09580 1.56398  -0.156
H 0.31499 3.57016 -0.20023  -0.143
H 1.23350 2.49931 1.49422  -0.150
C 0.55265 0.32654 5.52266  -0.105
C -0.46706 -0.37311 4.60184  -0.230
C -0.23134 -0.19661 3.18311  -0.186
N -0.08777 -0.09285 2.02888  0.041
H 1.56011 -0.07508 5.36740  0.077
H 0.29385 0.17306 6.57571  0.068
H 0.57513 1.40773 5.34304  0.076
H -0.46913 -1.45246 4.81288  0.119
H -1.47774 0.00038 4.82683  0.118

Results
HOMO, hartree: -0.0352
Total charge: -1
Energy above the lowest of the compared OMol25 structures with the same formula, charge and spin, kJ/mol: 0.0
E_LUMO, eV: 2.524
Frontier orbital gap, eV: 3.5

# 5
Formula: C8H13O2S3
Source: the Open Molecules 2025 dataset
Level of theory: ωB97M-V/def2-TZVPD

Each line ends with the Löwdin charge.
Cartesian coordinates (Å):
C 4.81141 0.01107 0.13072  -0.140
C 3.44415 0.71758 0.21669  -0.251
C 2.33077 -0.31212 -0.03897  -0.291
C 0.98170 0.19088 0.35539  -0.568
S -0.36005 -0.93298 0.69750  1.013
C -1.48677 -0.38172 -0.43871  -0.924
S -1.04777 0.69697 -1.63607  0.677
C -2.68812 -1.07538 -0.13499  -0.658
O -2.65287 -2.10154 0.79531  -0.100
O -3.77471 -1.28264 -1.02469  -0.004
C -4.02789 -0.16377 -0.18214  -0.818
C -3.96659 1.26287 -0.53588  -0.142
S -4.87630 -0.44070 1.34788  0.465
H 5.06402 -0.43484 -0.91845  0.092
H 4.90766 -0.97064 0.65107  0.063
H 5.64097 0.69919 0.51480  0.077
H 3.33387 1.55197 -0.44021  0.106
H 3.28558 0.83616 1.22599  0.072
H 2.60240 -1.12141 0.64549  0.102
H 2.31054 -0.68065 -1.00998  0.091
H 1.03979 0.85610 1.19374  0.065
H 0.62746 0.81321 -0.55002  -0.035
H -3.55843 -2.42778 0.80766  0.051
H -4.26772 1.52440 0.46699  0.006
H -3.00636 1.59079 -0.83598  -0.035
H -4.66671 1.57501 -1.30314  0.086

Results
HOMO (spin up / spin down), hartree: -0.1255 / -0.1255
Total charge: -1
Energy above the lowest of the compared OMol25 structures with the same formula, charge and spin, kJ/mol: 224.1
E_LUMO (spin up / spin down), eV: 2.839 / 2.839
Frontier orbital gap (spin up / spin down), eV: 6.3 / 6.3

# 6
Formula: C8H13OS
Source: the Open Molecules 2025 dataset
Level of theory: ωB97M-V/def2-TZVPD

Each line ends with the Löwdin charge.
Cartesian coordinates (Å):
C 2.05722 -1.16444 0.04765  -0.508
C 0.90337 -0.26896 -0.03220  -0.210
C 1.20604 2.11379 -0.50078  0.067
C 1.21418 3.32123 0.24632  0.040
C -1.65770 0.20351 0.34748  -0.069
C -0.85194 -2.05870 0.79345  -0.073
C -0.73409 -1.09901 -1.52028  -0.024
C -0.60098 -0.81190 -0.03039  -0.567
O 1.04069 0.98484 -0.20752  0.125
S 3.59974 -0.66477 -0.26755  0.812
H 1.86291 -2.11683 0.43405  0.049
H 0.19193 3.51524 0.26262  0.105
H 1.77147 4.16882 -0.04089  0.106
H 1.44871 3.08057 1.26860  0.117
H -2.68632 -0.35710 0.21401  0.134
H -1.70576 0.60063 1.33330  0.065
H -1.72524 1.25733 -0.28246  0.141
H -0.49625 -2.04496 1.93736  0.139
H -0.59903 -3.05644 0.30414  0.109
H -1.99266 -2.18284 1.07689  0.122
H -0.59587 -0.09304 -1.99963  0.114
H -1.71841 -1.51416 -1.59705  0.097
H 0.06797 -1.81283 -1.78715  0.109

Results
HOMO (spin up / spin down), hartree: -0.4792 / -0.4756
Total charge: +1
Energy above the lowest of the compared OMol25 structures with the same formula, charge and spin, kJ/mol: 502.1
E_LUMO (spin up / spin down), eV: -5.805 / -5.929
Frontier orbital gap (spin up / spin down), eV: 7.2 / 7.0

# 7
Formula: C8H14
Source: the Open Molecules 2025 dataset
Level of theory: ωB97M-V/def2-TZVPD

Each line ends with the Löwdin charge.
Cartesian coordinates (Å):
C 2.16434 -0.45589 0.22701  -0.111
C 1.17807 0.02332 1.26341  -0.189
C 1.25871 1.11227 2.07871  -0.172
C 0.25240 1.50497 3.15804  -0.114
H 3.18960 -0.07607 0.37109  0.075
H 2.19489 -1.55731 0.33253  0.072
H 1.80274 -0.28598 -0.79642  0.064
H 0.20971 -0.49564 1.27858  0.083
H 2.15520 1.73348 2.05502  0.090
H -0.60712 0.82993 3.03718  0.063
H 0.65047 1.39270 4.17289  0.068
H -0.14786 2.51206 3.02511  0.063
C -2.18972 0.07926 -0.53154  0.012
C -1.56340 -0.82229 -1.32820  -0.211
C -1.09119 -0.45412 -2.63751  -0.227
C -0.72301 -1.33358 -3.57891  0.008
H -2.21030 1.14492 -0.78445  0.065
H -2.66891 -0.19977 0.38106  0.043
H -1.56712 -1.86650 -1.05914  0.099
H -1.12910 0.63323 -2.79248  0.105
H -0.46797 -1.05493 -4.61678  0.064
H -0.69041 -2.36404 -3.25520  0.051

Results
HOMO, hartree: -0.3226
Total charge: 0
Energy above the lowest of the compared OMol25 structures with the same formula, charge and spin, kJ/mol: 213.9
E_LUMO, eV: 0.948
Frontier orbital gap, eV: 9.7

# 8
Formula: C8H14
Source: the Open Molecules 2025 dataset
Level of theory: ωB97M-V/def2-TZVPD

Each line ends with the Löwdin charge.
Cartesian coordinates (Å):
C 2.35273 -1.35615 -0.39773  -0.127
C 2.01373 0.06927 -0.99562  -0.293
C 2.16751 1.18275 0.12601  -0.197
C 0.90138 1.05069 0.96115  -0.153
C -0.27035 0.67243 0.23128  -0.135
C -1.50495 0.14623 0.55149  -0.208
C -2.52531 -0.05692 -0.32462  -0.119
C -3.94072 -0.40915 0.16070  -0.110
H 3.40161 -1.74480 -0.63692  0.077
H 1.84427 -2.19668 -1.05090  0.096
H 1.98089 -1.33417 0.65747  0.062
H 1.07888 0.04807 -1.57474  0.079
H 2.84729 0.36225 -1.73101  0.108
H 2.14127 2.27265 -0.23138  0.133
H 3.10490 0.93362 0.70773  0.120
H 0.65840 1.68976 1.76543  0.095
H 0.54146 -0.18503 0.67907  0.141
H -1.68656 0.20448 1.59387  0.096
H -2.19952 0.16154 -1.33475  0.095
H -3.99322 -0.71182 1.26533  0.091
H -4.55310 0.51114 -0.08723  0.083
H -4.36061 -1.31016 -0.33463  0.063

Results
HOMO, hartree: -0.2545
Total charge: 0
Energy above the lowest of the compared OMol25 structures with the same formula, charge and spin, kJ/mol: 654.5
E_LUMO, eV: 0.386
Frontier orbital gap, eV: 7.3